Record 1
ORCA calculation (ωB97M-V/def2-TZVPD) on 6 unconnected molecules or ions with the total composition C51H54NO4PS.

Last column: Mulliken charge in e.
Geometry (Å):
C 0.6041 1.9053 -4.7433  -1.15
C 0.0025 0.6734 -5.3980  -0.20
N 0.7981 -0.5744 -5.1456  -0.36
C 1.2272 -0.6687 -3.7690  -0.58
C 2.5658 -0.5227 -3.4653  -0.45
C 2.9815 -0.5749 -2.1363  0.53
C 2.0505 -0.7736 -1.1119  0.04
C 0.6974 -0.9851 -1.4208  -0.70
P -0.6234 -1.3790 -0.2249  0.91
O -1.9240 -1.6220 -1.1208  -0.05
O -0.8979 -0.0319 0.5622  -0.43
S -0.3257 -2.9431 0.8659  -0.42
C 0.2947 -0.9145 -2.7544  -0.80
C 2.5522 -0.7133 0.2784  0.31
O 1.8495 -0.3510 1.1851  -0.47
C 3.9798 -1.0365 0.5148  0.03
C 4.3633 -1.4667 1.7794  -0.54
C 5.7079 -1.7462 2.0327  0.88
C 6.1246 -2.2496 3.3888  -1.20
C 5.2797 -1.6919 4.5470  -1.23
C 4.0877 -2.5802 4.9410  0.93
C 4.3755 -3.2992 6.2690  -1.87
C 2.7934 -1.7373 5.1092  -1.62
C 6.6277 -1.5546 0.9980  -0.85
C 6.2458 -1.1185 -0.2646  -1.03
C 4.9006 -0.8651 -0.5205  0.42
C 4.4323 -0.4077 -1.8360  0.17
O 5.1704 0.0573 -2.6612  -0.63
H 0.2430 2.7753 -5.2865  0.43
H 0.2728 2.0397 -3.7185  0.27
H 1.6866 1.8990 -4.7965  0.30
H 0.0246 0.8411 -6.4699  0.45
H -1.0232 0.5145 -5.0647  0.17
H 0.1754 -1.3575 -5.3035  0.41
H 3.2896 -0.3624 -4.2470  0.60
H -1.9895 -2.5876 -1.1853  0.25
H -0.3024 0.6556 0.2356  0.35
H -0.7384 -1.0532 -3.0315  0.77
H 3.5969 -1.5761 2.5274  0.53
H 7.1861 -2.0583 3.5337  0.44
H 6.0210 -3.3364 3.3592  0.41
H 4.9436 -0.7038 4.2473  0.56
H 5.9379 -1.5395 5.4001  0.62
H 3.9264 -3.3670 4.2079  0.44
H 5.0985 -4.1038 6.1566  0.36
H 3.4495 -3.7616 6.6057  0.51
H 4.6776 -2.5866 7.0323  0.36
H 2.3023 -1.9646 6.0495  0.50
H 3.0365 -0.6793 5.1352  0.22
H 2.0938 -1.9223 4.2977  0.34
H 7.6698 -1.7520 1.2062  0.44
H 6.9661 -0.9722 -1.0539  0.50
C -4.2344 -1.3156 -3.3976  -0.23
C -5.6053 -1.1226 -3.5069  -0.65
C -6.2658 -1.4846 -4.6725  -0.49
C -5.5576 -2.0470 -5.7270  -0.51
C -4.1891 -2.2455 -5.6173  -0.61
C -3.5278 -1.8757 -4.4535  -0.15
H -3.7185 -1.0299 -2.4922  0.58
H -6.1561 -0.6882 -2.6824  0.52
H -7.3330 -1.3251 -4.7618  0.38
H -6.0736 -2.3296 -6.6359  0.41
H -3.6382 -2.6855 -6.4389  0.40
H -2.4576 -2.0268 -4.3686  0.39
C -5.9296 1.1958 -7.1884  0.18
C -7.0819 0.8383 -7.8738  -0.29
C -7.6578 1.7221 -8.7762  -0.42
C -7.0769 2.9629 -8.9980  -0.44
C -5.9230 3.3209 -8.3144  -0.34
C -5.3514 2.4389 -7.4078  -0.63
H -5.4841 0.5082 -6.4834  0.15
H -7.5329 -0.1317 -7.7038  0.33
H -8.5595 1.4441 -9.3068  0.36
H -7.5238 3.6512 -9.7038  0.35
H -5.4697 4.2884 -8.4883  0.36
H -4.4540 2.7197 -6.8713  0.39
C 0.7894 5.1817 2.1455  -0.36
C 1.3232 3.9150 1.9535  -0.61
C 0.5488 2.7902 2.2062  -0.18
C -0.7618 2.9312 2.6422  -0.58
C -1.2959 4.1986 2.8308  -0.37
C -0.5197 5.3231 2.5856  -0.40
H 1.3932 6.0591 1.9520  0.37
H 2.3434 3.8035 1.6081  0.40
H 0.9679 1.7996 2.0649  0.57
H -1.3645 2.0525 2.8338  0.46
H -2.3178 4.3098 3.1697  0.37
H -0.9355 6.3110 2.7370  0.36
C -5.0599 -1.5476 2.4693  -0.62
C -6.4385 -1.4082 2.3811  -0.29
C -7.1073 -1.8235 1.2380  -0.49
C -6.3974 -2.3843 0.1849  -0.47
C -5.0195 -2.5247 0.2751  -0.27
C -4.3482 -2.1042 1.4157  -0.09
H -4.5384 -1.2219 3.3601  0.40
H -6.9924 -0.9756 3.2046  0.37
H -8.1818 -1.7112 1.1679  0.36
H -6.9180 -2.7136 -0.7059  0.44
H -4.4692 -2.9641 -0.5475  0.33
H -3.2716 -2.2102 1.4821  0.35
C 5.8519 3.3353 7.6981  -0.36
C 4.8392 3.2441 6.7531  -0.47
C 4.0631 2.0961 6.6762  -0.47
C 4.2963 1.0422 7.5490  -0.22
C 5.3074 1.1336 8.4954  -0.45
C 6.0872 2.2796 8.5683  -0.38
H 6.4583 4.2300 7.7567  0.36
H 4.6542 4.0682 6.0762  0.38
H 3.2758 2.0230 5.9362  0.50
H 3.6881 0.1480 7.4901  0.38
H 5.4878 0.3114 9.1763  0.37
H 6.8783 2.3503 9.3037  0.36

Calculated values
E_HOMO = -0.331 Ha
E_LUMO = -1.07 eV
Frontier orbital gap = 0.29222 Eh
SMILES = CCNc1cc2c(c(P(O)(O)=S)c1)C(=O)c1cc(CCC(C)C)ccc1C2=O.c1ccccc1.c1ccccc1.c1ccccc1.c1ccccc1.c1ccccc1

Record 2
ORCA calculation (ωB97M-V/def2-TZVPD) on 2 unconnected molecules or ions with the total composition C2H8S2.

Last column: Mulliken charge in e.
Geometry (Å):
C 2.5621 -3.2660 -0.1850  -0.64
S 2.2215 -2.0108 1.2962  0.05
H 1.9563 -4.0766 -0.2038  0.35
H 2.2511 -2.6149 -0.9807  0.29
H 3.6168 -3.3475 -0.0743  0.30
H 1.4834 -2.5533 2.3558  0.26
C -1.6662 3.4061 -0.3975  -0.75
S -2.6923 1.9249 -0.9505  -0.02
H -1.7143 4.1322 -1.2187  0.31
H -2.4079 3.7965 0.3196  0.27
H -0.7455 3.5165 0.0262  0.38
H -2.2821 1.6810 -2.2593  0.21

Calculated values
E_HOMO (alpha / beta) = -0.511 / -0.423 Ha
Spin multiplicity = 2
Net charge = +1
Expectation value of S² = 0.7553
E_LUMO (alpha / beta) = -3.21 / -9.30 eV
Frontier orbital gap (alpha / beta) = 0.39360 / 0.08166 Eh
Energy above the lowest of the compared OMol25 structures with the same formula, charge and spin = 2.1675 eV

Record 3
ORCA calculation (ωB97M-V/def2-TZVPD) on 3 unconnected molecules or ions with the total composition C23H48B2BrF3N3O9S2Si.

Last column: Mulliken charge in e.
Geometry (Å):
C -4.7524 1.8769 -3.6808  -1.43
C -3.8279 0.9899 -2.8592  -0.05
C -2.4797 1.6427 -2.5112  -0.42
C -1.2869 0.6951 -2.6447  -1.06
C -1.4202 -0.6655 -1.9157  -1.01
C -0.5099 -0.8600 -0.6985  -1.13
C -0.6961 0.1333 0.4616  0.51
Br -2.6462 0.4021 0.7685  -0.07
N -0.2115 -0.4587 1.7622  0.13
C 1.0115 -0.0961 2.1253  -0.40
N 1.8879 -0.9544 2.6293  0.79
C 3.2311 -0.6177 2.9417  0.53
F 3.3937 -0.2503 4.1711  -0.24
F 3.9875 -1.6916 2.7757  -0.30
F 3.7457 0.2610 2.1265  -0.42
Si 1.4407 -2.7103 3.0101  0.71
C -0.3595 -2.8497 3.5972  -1.32
C 1.8556 -3.8851 1.6084  -1.24
C 2.3593 -3.3206 4.5476  -1.30
N 1.3202 1.2377 2.0124  1.04
C 1.4105 1.8456 3.4120  -1.34
B 2.7030 2.7435 3.6546  0.52
O 2.9533 3.0519 4.9377  -0.54
O 3.5595 3.1976 2.6749  -0.56
C 0.2453 1.9708 1.3399  0.13
C 0.6445 3.3980 0.9408  -1.16
B -0.2769 4.4591 1.7036  0.67
O 0.0704 4.9650 2.9360  -0.53
O -1.4609 4.8501 1.0919  -0.54
O -0.0349 1.2602 0.1465  -0.39
H -4.5025 1.8168 -4.7374  0.36
H -4.8294 2.8964 -3.3152  0.40
H -5.7521 1.4497 -3.6023  0.27
H -4.3372 0.7357 -1.9315  0.25
H -3.6141 0.0468 -3.3567  0.15
H -2.5057 2.1769 -1.5662  0.22
H -2.3220 2.4270 -3.2569  0.42
H -0.3610 1.2070 -2.3980  0.37
H -1.2040 0.4770 -3.7078  0.49
H -1.0822 -1.4098 -2.6366  0.39
H -2.4483 -0.9413 -1.7203  0.64
H -0.6180 -1.8971 -0.3656  0.36
H 0.5171 -0.7318 -1.0465  0.32
H -0.3714 -1.4452 1.5689  -0.05
H -0.4790 -3.6896 4.2708  0.45
H -0.6783 -1.9333 4.0899  0.35
H -1.0095 -3.0005 2.7333  0.38
H 2.2783 -3.3568 0.7531  0.35
H 2.6375 -4.5528 1.9641  0.38
H 1.0317 -4.5307 1.3236  0.39
H 2.3539 -2.5228 5.2921  0.34
H 3.3831 -3.6038 4.3238  0.33
H 1.8417 -4.1705 4.9826  0.43
H 1.4251 1.0310 4.1283  0.57
H 0.5320 2.4427 3.6518  0.33
H 3.7110 3.6547 4.9876  0.34
H 4.2875 2.5861 2.5024  0.28
H -0.6890 2.0290 1.9161  0.78
H 0.4245 3.5162 -0.1165  0.17
H 1.7114 3.5789 1.0623  0.18
H -0.5043 4.6561 3.6497  0.34
H -2.1515 4.2282 1.3730  0.30
C -8.9154 -2.2099 -3.9929  -0.55
C -8.3262 -1.7379 -5.3280  -0.70
C -6.9331 -1.1652 -5.0378  -0.48
S -6.3328 -2.0242 -3.5786  1.25
O -6.2073 -1.0717 -2.5012  -0.62
O -5.2447 -2.8946 -3.9481  -0.72
C -7.8062 -3.0002 -3.3056  -0.80
H -9.8073 -2.8177 -4.1365  0.35
H -9.1904 -1.3458 -3.3837  0.29
H -8.2407 -2.5874 -6.0084  0.28
H -8.9614 -0.9963 -5.8099  0.36
H -6.2420 -1.3370 -5.8595  0.43
H -6.9761 -0.1029 -4.8055  0.19
H -7.9649 -3.1310 -2.2376  0.39
H -7.6552 -3.9672 -3.7848  0.35
C 7.4989 -0.7135 0.5910  -0.90
C 6.6009 0.4787 0.9471  0.09
C 7.2601 1.7392 0.3726  -0.77
S 8.2073 1.2017 -1.0580  1.14
O 9.6029 1.4113 -0.7873  -0.64
O 7.5839 1.6966 -2.2555  -0.66
C 7.8484 -0.5431 -0.8841  -0.75
H 7.0017 -1.6655 0.7758  0.31
H 8.4076 -0.6848 1.1959  0.38
H 5.6171 0.3402 0.4945  -0.08
H 6.4573 0.5669 2.0250  0.38
H 6.5260 2.4762 0.0548  0.38
H 7.9531 2.1895 1.0811  0.39
H 8.7123 -1.1257 -1.1949  0.45
H 6.9937 -0.7692 -1.5215  0.35

Calculated values
E_HOMO = -0.444 Ha
Net charge = +1
E_LUMO = -3.14 eV
Frontier orbital gap = 0.32838 Eh

Record 4
ORCA calculation (ωB97M-V/def2-TZVPD) on 5 unconnected molecules or ions with the total composition C5H19NO6.

Last column: Mulliken charge in e.
Geometry (Å):
C -1.2961 1.2251 -1.2168  -0.66
C -1.9427 0.4739 -0.0529  -0.44
O -1.2954 0.5921 1.2173  -0.56
C 0.1973 1.3515 -0.8446  0.58
N 1.0534 0.3922 -1.2918  0.28
C 2.4548 0.6474 -0.9309  -0.98
C 0.7748 -0.6945 -2.2216  -0.97
O 0.5629 2.2105 -0.0479  -0.68
H -1.9275 2.1563 -1.1207  0.25
H -1.3846 0.8893 -2.2467  0.43
H -3.0364 0.4632 0.0124  0.38
H -1.8035 -0.6144 -0.1286  0.02
H -1.0906 1.4775 1.6099  0.43
H 2.9229 -0.3456 -0.9466  0.34
H 2.9306 1.4803 -1.4678  0.30
H 2.4806 0.9873 0.1408  0.33
H 1.3732 -1.5759 -1.9636  0.32
H 0.9196 -0.4758 -3.2774  0.31
H -0.2825 -0.9642 -2.1880  0.32
H 0.1432 -2.7220 0.3923  0.28
H -0.4925 -3.2649 -0.9622  0.25
O -0.4039 -2.5020 -0.3880  -0.54
H 0.9948 -0.0075 1.6274  0.31
H -0.1629 -0.3087 2.4770  0.40
O 0.7346 -0.6760 2.2710  -0.76
H -0.3066 3.1769 1.6714  0.39
H -1.8890 3.2174 1.4920  0.35
O -1.1677 3.1035 2.1065  -0.71
H 0.6097 -2.4736 1.8771  0.43
H -0.2151 -3.7775 2.4320  0.31
O 0.5445 -3.4419 1.9689  -0.70

Calculated values
E_HOMO = -0.349 Ha
E_LUMO = 0.59 eV
Frontier orbital gap = 0.37041 Eh
Energy above the lowest of the compared OMol25 structures with the same formula, charge and spin = 2.3331 eV
SMILES = CN(C)C(=O)CCO.O.O.O.O

no.,largest force on an atom (eV/A)
1,1.602
2,5.162
3,2.832
4,3.765